No. 1
A 7-piece molecular cluster, C33H39N6O5PS3 overall, computed with the ωB97M-V functional and the def2-TZVPD basis.

Structure (ORCA input):
```
! RIJCOSX wB97M-V def2-TZVPD def2/J DEFGRID3
* xyz 0 1
S -1.69 0.72 3.45
S -0.89 0.37 -5.60
S -0.50 -0.03 -1.19
P -1.46 0.73 -3.83
O -2.01 2.22 -3.60
O 0.37 -1.17 -1.10
O 0.23 1.25 -0.57
O -0.30 0.58 -2.74
O -2.60 -0.21 -3.21
N 1.58 -5.45 3.66
N 2.31 8.47 2.02
N 0.23 5.15 -0.21
N -1.29 -2.38 5.18
N -0.34 -10.08 0.52
N 0.20 -1.16 -9.75
C -1.87 -3.28 7.33
C -0.37 -1.47 -10.91
C 2.82 8.59 4.75
C 0.94 -8.08 -0.93
C 1.58 5.50 -2.16
C 1.22 -4.21 3.97
C -0.05 -8.90 1.07
C 1.06 7.34 -0.74
C -2.38 -2.95 4.69
C 0.65 -9.30 -1.51
C 0.35 6.45 0.06
C 1.62 -3.09 3.26
C 0.01 -10.27 -0.75
C 1.69 6.85 -1.87
C -0.13 1.40 0.86
C 2.38 -5.61 2.61
C 2.88 7.39 4.07
C 2.84 -4.55 1.83
C 2.45 -3.27 2.16
C -2.28 1.95 2.25
C -1.65 0.30 -9.31
C 2.25 9.62 2.68
C 0.84 4.69 -1.31
C -0.43 -0.28 -8.97
C -1.41 2.21 0.99
C 0.58 -7.88 0.39
C 2.62 7.38 2.71
C -3.27 -3.70 5.45
C 2.50 9.74 4.04
C -1.05 -2.55 6.48
C -2.23 -0.03 -10.51
C -1.58 -0.94 -11.34
C -3.00 -3.87 6.80
H 2.00 10.50 2.09
H -3.50 0.15 -3.30
H -2.67 2.32 -2.90
H -2.11 1.00 -8.63
H 3.02 8.64 5.81
H 0.57 -4.10 4.83
H 0.91 -9.51 -2.54
H -0.13 6.80 0.96
H -0.22 0.40 1.28
H -4.14 -4.15 4.99
H 3.48 -4.75 0.98
H 2.05 5.07 -3.03
H 0.73 3.63 -1.50
H 0.05 -0.04 -8.03
H -3.29 1.69 1.94
H 0.72 1.91 1.28
H 1.44 -7.30 -1.49
H -2.38 2.87 2.82
H 1.13 8.38 -0.46
H -2.36 -0.32 2.96
H -2.00 -1.23 -12.29
H -0.15 -2.08 6.86
H -3.17 0.40 -10.81
H 2.78 -2.42 1.57
H 2.66 -6.63 2.38
H -2.56 -2.81 3.63
H -0.35 -8.78 2.11
H -0.24 -11.23 -1.17
H -1.62 -3.38 8.37
H 2.44 10.70 4.52
H 0.78 -6.94 0.89
H 0.16 -2.19 -11.52
H -2.01 2.04 0.10
H -3.67 -4.45 7.42
H 2.66 6.45 2.14
H -1.14 3.26 0.98
H 3.13 6.47 4.58
H 1.28 -2.10 3.56
H 2.25 7.51 -2.52
*
```

Summary:
Gap between HOMO and LUMO: 9.19 eV

---

No. 2
C33H40AuIN5O2SSi as an isolated structure in a non-equilibrium geometry, computed with the ωB97M-V functional and the def2-TZVPD basis.

Structure (ORCA input):
```
! RIJCOSX wB97M-V def2-TZVPD def2/J DEFGRID3
* xyz 1 1
Au 1.01 0.75 -0.21
I 3.34 -1.82 -8.66
S -0.59 2.43 -1.10
Si -1.21 0.01 2.32
O 1.83 0.76 -2.33
O 1.59 -1.38 -1.80
N 0.78 4.59 -0.42
N 1.46 3.54 -2.34
N 2.77 -0.27 0.68
N -2.24 -1.19 -0.19
N 2.94 -1.55 0.35
C 0.19 1.10 1.68
C 1.85 -0.48 -2.63
C -3.87 2.70 4.06
C 2.07 5.87 -2.01
C -1.86 -2.59 -0.18
C -2.31 0.92 3.55
C -3.35 -2.94 -2.17
C -2.62 -0.50 1.00
C -4.02 2.21 5.35
C 1.79 5.64 -0.53
C 0.29 -3.99 4.23
C -2.53 -0.68 -1.51
C 0.66 3.60 -1.29
C -1.07 -3.78 4.02
C 0.75 -1.85 3.25
C 1.37 -0.41 -5.06
C 1.20 -3.02 3.85
C -0.61 -1.62 3.04
C -3.70 -1.46 -2.13
C -2.98 -3.45 -0.77
C -3.30 1.09 5.75
C 3.61 -1.95 -5.63
C 3.30 -1.65 -4.32
C -1.51 -2.61 3.44
C 3.63 -0.01 1.66
C 4.37 -1.15 1.96
C -3.02 2.06 3.17
C 2.19 -0.86 -4.03
C 2.80 -1.47 -6.65
C 1.66 -0.73 -6.37
C -2.45 0.45 4.86
C 2.46 4.55 -2.66
C 3.89 -2.12 1.09
H -4.42 3.57 3.74
H -1.63 -2.89 0.84
H 2.37 -1.92 -0.42
H -2.50 -3.10 -2.84
H 1.48 -1.10 2.95
H 1.02 -0.38 -7.17
H -0.97 -2.71 -0.80
H 4.48 -2.55 -5.86
H 2.26 -3.16 4.02
H -4.70 2.69 6.03
H -2.58 -2.46 3.31
H 1.18 6.27 -2.49
H 2.70 5.34 -0.01
H 2.88 6.59 -2.13
H 5.14 -1.26 2.70
H -2.65 -4.49 -0.81
H -2.76 0.38 -1.45
H -4.19 -3.51 -2.57
H 1.44 2.67 -2.87
H 3.93 -2.01 -3.51
H 3.69 0.98 2.09
H 4.18 -3.15 0.96
H 0.13 4.60 0.35
H 3.44 4.22 -2.32
H -3.90 -1.07 -3.13
H -2.92 2.44 2.16
H -3.41 0.71 6.76
H -0.13 2.14 1.65
H -3.13 0.43 0.75
H 1.40 6.54 -0.07
H -1.65 -0.82 -2.15
H -1.79 -4.54 4.31
H -1.90 -0.42 5.18
H 0.63 -4.91 4.69
H 2.49 4.67 -3.75
H -4.59 -1.30 -1.51
H -3.86 -3.39 -0.12
H 0.50 0.18 -4.82
H 1.04 1.04 2.38
H -3.28 -1.11 1.63
*
```

Summary:
ΔE to the lowest compared entry with this formula, charge and spin: 35.1 kcal per mole
Gap between HOMO and LUMO: 4.57 eV

---

No. 3
C33H40BrClIN10O4PSV as an isolated structure in a non-equilibrium geometry, computed with the ωB97M-V functional and the def2-TZVPD basis.

Structure (ORCA input):
```
! RIJCOSX wB97M-V def2-TZVPD def2/J DEFGRID3
* xyz 1 3
I 2.07 -6.11 -1.62
Br -0.02 0.29 -6.54
V 0.68 -0.39 0.19
Cl -2.74 -0.03 4.04
S 0.82 4.18 0.09
P -3.48 1.34 -1.81
O -0.94 -0.40 0.65
O 1.12 0.65 7.51
O -2.41 1.22 -0.81
O -1.94 -1.82 1.99
N 4.48 0.95 -0.09
N 1.19 -0.89 2.77
N -0.16 -3.19 0.48
N 0.75 -2.38 -0.06
N -0.98 -0.15 7.25
N 2.62 -0.26 0.22
N 0.91 1.64 0.28
N -4.97 1.59 -1.06
N -3.39 2.65 -2.88
N -3.50 0.02 -2.86
C 0.56 -0.22 -1.87
C 6.14 -0.94 0.14
C 6.21 -2.27 0.51
C 1.58 0.27 3.31
C -2.02 0.53 2.54
C 1.08 0.87 -2.57
C -0.11 -1.17 -2.64
C 0.93 1.02 -3.94
C 0.52 -1.74 3.54
C 0.26 0.14 6.83
C 3.71 -1.09 0.39
C 0.08 2.64 0.30
C -4.27 0.02 -4.08
C -6.17 1.81 -1.84
C 3.12 0.96 0.02
C 2.20 2.05 0.06
C 2.35 3.41 -0.06
C 0.25 0.06 -4.66
C 1.14 -4.47 -0.73
C -0.26 -1.04 -4.01
C 5.07 -2.96 0.93
C 0.03 -4.46 0.09
C -3.40 -1.27 -2.23
C 0.14 -1.45 4.84
C 1.55 -3.13 -0.81
C 3.82 -2.39 0.88
C -5.22 0.91 0.19
C -1.62 -0.67 1.67
C 0.54 -0.24 5.40
C -3.58 3.94 -2.25
C 4.89 -0.35 0.12
C 1.30 0.62 4.62
C -2.24 2.61 -3.76
H -2.92 -1.97 -2.92
H 1.34 1.89 -4.44
H 5.08 1.74 -0.25
H 7.16 -2.77 0.52
H -4.39 -1.68 -1.97
H -0.93 -2.82 1.07
H -5.90 2.23 -2.81
H 7.03 -0.38 -0.10
H -2.68 4.28 -1.74
H -0.60 -5.27 0.41
H -3.71 -0.52 -4.86
H -5.73 1.59 0.88
H 5.18 -3.97 1.31
H -0.44 -2.16 5.42
H 2.15 0.93 2.67
H 3.24 3.98 -0.23
H -1.24 0.12 8.19
H -1.12 1.11 2.78
H -2.00 1.58 -4.01
H 2.95 -2.90 1.26
H 0.29 -2.70 3.11
H -2.47 3.17 -4.67
H -0.55 -2.05 -2.18
H -2.80 -1.19 -1.33
H -0.98 2.53 0.39
H -4.26 0.60 0.61
H -6.73 0.89 -1.99
H -2.72 1.17 2.00
H -1.71 -0.43 6.61
H -6.81 2.52 -1.31
H -5.24 -0.48 -3.96
H -3.84 4.68 -3.02
H -1.36 3.06 -3.29
H -4.40 3.89 -1.53
H -0.78 -1.80 -4.58
H -5.85 0.02 0.06
H 1.63 1.66 -2.08
H -4.43 1.04 -4.41
H 2.37 -2.72 -1.37
H 1.68 1.54 5.04
*
```

Summary:
Gap between HOMO and LUMO (alpha / beta): 7.09 / 7.23 eV